{
  "formula": "C4H12S",
  "method": "the ωB97M-V functional and the def2-TZVPD basis",
  "lumo_ev": 0.9,
  "relative_energy_kcal_mol": 3.9,
  "species": ["C", "C", "H", "H", "H", "H", "H", "H", "C", "C", "S", "H", "H", "H", "H", "H", "H"],
  "positions_angstrom": [[1.1247, -0.9963, 1.1119], [1.4712, -2.0293, 2.1739], [0.0544, -0.8289, 1.0465], [1.5279, -0.0024, 1.3121], [1.4742, -1.2336, 0.1045], [2.1054, -2.8431, 1.8174], [0.5988, -2.4405, 2.6724], [2.0558, -1.5767, 2.9723], [-1.3440, 0.9203, -0.9956], [-0.8350, 1.1728, -2.4026], [-0.9109, 2.2118, 0.1949], [-2.4245, 0.7770, -1.0413], [-0.9656, 0.0100, -0.5487], [0.2599, 1.1985, -2.4628], [-1.8227, 3.1530, -0.0700], [-1.1961, 2.1213, -2.8088], [-1.1735, 0.3862, -3.0760]],
  "forces_ev_per_a": [[-0.117, 0.513, -0.436], [0.584, 0.061, 0.437], [-0.197, -0.175, 0.009], [0.173, -0.086, 0.228], [-0.031, -0.275, 0.107], [-0.272, -0.034, -0.189], [-0.151, -0.179, -0.186], [0.047, 0.149, 0.097], [-0.613, 0.311, -0.357], [0.464, -0.025, -0.275], [0.293, -0.014, 0.431], [-0.035, 0.176, 0.213], [0.301, -0.141, -0.122], [-0.196, 0.012, 0.172], [-0.140, -0.116, -0.275], [-0.054, -0.059, 0.181], [-0.055, -0.117, -0.035]]
}